Record 1
Density functional theory data (the ωB97M-V functional and the def2-TZVPD basis) for a cluster of 8 separate species, C31H63N2O34P4S8 in total at a distorted geometry.

- total charge = -1

Structure (XYZ):
```
142
C31H63N2O34P4S8, DFT the ωB97M-V functional and the def2-TZVPD basis
S -15.06436 7.19939 -3.05786
S 8.03594 -1.51334 4.37867
S -8.25529 0.46087 -3.44508
S -14.45891 1.56456 -4.60967
S -1.99508 -3.66590 1.19841
S 14.36372 0.04527 2.42921
S 0.25661 -5.17684 -4.87831
S -3.54301 -3.27843 -4.85242
P 5.04831 -1.24614 5.09012
P 7.32483 0.12793 3.51122
P 4.88058 1.82350 5.01254
P 5.01228 0.28440 3.31420
O -14.19167 1.94825 -3.07416
O 5.70301 -0.44017 6.45199
O -1.21857 -3.41330 -0.18195
O -2.87348 -4.92776 0.71605
O -13.81584 6.95147 -3.68372
O -7.70927 -0.83611 -3.24432
O 4.55784 3.38473 4.43241
O -13.20528 1.31594 -5.23749
O 1.67890 -4.73423 -4.26866
O 15.52648 -0.28602 1.68323
O -4.84973 -3.82459 -4.08326
O -16.14042 6.27141 -3.10481
O 6.91463 3.27207 2.81431
O -15.60309 8.62793 -3.54489
O -14.98654 2.99449 -5.10147
O 0.81887 -5.92561 -6.19086
O -2.38187 -3.75467 -4.19694
O -3.74608 -3.45202 -6.24642
O 7.99482 1.23445 4.56072
O 8.41311 4.20265 1.37691
O -7.84206 1.57704 -2.67606
O 8.17529 0.03442 2.07469
O -14.79976 7.58327 -1.52362
O -1.06979 -4.12294 2.16830
O -8.12382 0.84291 -4.99853
O 14.29824 -0.12005 3.83456
O -15.52299 0.63214 -4.66050
O -0.31197 -6.15672 -4.02058
O 13.10824 -0.68837 1.75306
O -0.44500 -4.01514 -5.26524
O -3.72501 -1.72421 -4.49540
O 13.94298 1.55720 2.07789
O -2.86234 -2.56855 1.43380
O -9.85193 0.35154 -3.38434
N 3.49652 -1.64866 5.72521
N 3.44238 1.48214 5.94879
C 3.07975 0.46362 3.11174
C 12.12402 0.28263 1.36741
C -14.19761 3.37581 -2.93282
C -5.41926 -2.77616 -3.28440
C 2.21944 -5.67120 -6.33299
C -5.05511 -1.49752 -4.00565
C -15.81013 9.48453 -2.41455
C 8.67378 4.63673 3.70228
C 7.98423 3.99517 2.49797
C 1.30691 -1.54035 2.57753
C -14.81147 9.00973 -1.38143
C -9.39658 0.69917 -5.64513
C 7.09819 -5.02362 1.96467
C 5.08784 1.68603 1.97366
C 6.73795 -2.75912 1.19813
C 7.43840 -3.95362 1.14229
C -2.74366 -5.09854 -0.70051
C 1.98283 -2.91007 2.79494
C 1.83449 -0.34933 3.45053
C 4.97804 -1.14288 1.95603
C 5.65558 -2.49735 2.07128
C 6.02944 -4.82304 2.83843
C -1.37327 -4.55673 -1.03272
C -15.18906 3.85547 -3.96696
C 5.34622 -3.61480 2.85704
C -10.41602 0.95891 -4.55871
C 6.32531 2.55438 1.71826
C 2.72382 -5.45943 -4.92081
C 1.15949 -1.16258 1.07085
C 12.91312 1.54134 1.08226
C 9.85502 3.77367 4.25135
H 3.66394 1.64412 6.92535
H 7.96795 4.77189 4.53758
H 2.85410 -6.41080 -4.39938
H 1.54611 -0.57408 4.48726
H 7.60020 0.04107 1.29756
H 2.87004 1.49003 3.47600
H -16.83661 9.34966 -2.06752
H 4.52834 -3.51430 3.56811
H 2.96533 0.63715 2.01669
H 5.66753 -1.07492 7.18190
H 10.73074 4.42373 4.40970
H 5.97172 3.36053 1.03700
H -0.59099 -5.27617 -0.77982
H -5.70762 -1.32596 -4.86362
H -1.28188 -4.27436 -2.07779
H -15.03228 4.88821 -4.24015
H 1.22957 -3.70162 2.65338
H 7.60476 -5.98796 1.94177
H 13.39240 1.49715 0.10081
H 4.81907 1.32804 0.95559
H 2.70860 -6.50836 -6.82556
H 5.71610 -5.61411 3.52081
H 2.30096 -2.98216 3.84098
H 10.14261 2.93732 3.60394
H 3.41623 -2.65139 5.84292
H 2.34330 -4.77063 -6.93878
H 0.32856 -1.78149 0.67345
H 7.04909 -1.96869 0.50429
H -2.85073 -6.14640 -0.96922
H 11.43619 0.42616 2.20290
H 7.12453 2.12373 1.09311
H -5.08013 -0.62993 -3.35389
H -13.80725 9.38077 -1.59729
H -4.96309 -2.81524 -2.29202
H 8.26538 -4.07185 0.43625
H 9.59674 3.40390 5.25343
H -13.19116 3.74315 -3.14778
H 5.46863 -0.69110 1.07100
H 3.65495 -4.89965 -4.88836
H 5.20047 4.01599 4.76657
H 4.26699 2.41166 2.09541
H -15.09074 9.29180 -0.36992
H -9.48415 1.39963 -6.47166
H 2.69792 2.11758 5.66470
H 0.99159 0.35782 3.22308
H -3.52937 -4.51720 -1.18895
H 3.95279 -1.31265 1.59782
H -11.38078 0.53078 -4.78530
H -16.21543 3.72622 -3.62143
H 12.30259 2.43869 1.14592
H -15.65668 10.52405 -2.69277
H -10.52895 2.02823 -4.36681
H 9.05645 5.63646 3.47072
H 8.94354 1.02796 4.59537
H 2.77926 -3.09588 2.06315
H 3.21722 -1.19068 6.58885
H -9.47287 -0.32156 -6.02578
H 0.88364 -0.11120 0.92441
H -6.49201 -2.90725 -3.19336
H -14.47668 3.66095 -1.92192
H 11.56852 -0.06322 0.49983
H 0.26081 -1.67624 2.91162
H 2.04177 -1.47846 0.49021
```

Atom charges from the Mulliken analysis, given in e for atoms 1 to 8: S 1.275; S -0.513; S 1.105; S 1.083; S 1.147; S 1.080; S 1.166; S 0.920



Record 2
Density functional theory data (the ωB97M-V functional and the def2-TZVPD basis) for an isolated molecule of C31H64N3O2PS2 at a distorted geometry.

Structure (XYZ):
```
103
C31H64N3O2PS2, DFT the ωB97M-V functional and the def2-TZVPD basis
S -3.74665 -0.26569 -3.01810
S -3.51116 -2.21519 -0.79649
P 5.02855 -0.43610 0.12606
O 2.51742 2.64709 -3.57634
O 2.29152 -0.12784 0.50605
N 1.13035 2.29280 2.38560
N -4.41175 0.34356 -0.56277
N 0.20674 2.24800 3.50785
C 0.68116 -2.07095 2.20154
C -6.34603 -0.88574 0.57158
C -3.65208 0.63407 0.65968
C 3.81178 0.32048 2.50215
C -0.22494 0.31308 1.66608
C -2.91073 -2.79932 -4.05197
C -7.75858 -0.65631 1.10396
C -5.86587 0.23980 -0.34409
C 0.58517 1.53682 1.21599
C 3.58289 3.80355 -1.75583
C 1.54500 2.67508 -4.59559
C -2.49254 -1.35991 -3.70155
C 3.49137 -0.42441 1.19255
C -3.89611 -0.72462 -1.33354
C 6.34113 -1.17196 1.22009
C 1.80382 1.18309 0.25275
C 2.45521 3.79540 -2.76910
C 7.12802 -2.31379 0.55646
C -8.13816 -1.79591 2.05017
C 1.18975 1.09169 -1.14399
C 2.82393 2.34884 0.23940
C -1.91875 -3.85273 -3.50503
C -0.65157 -2.86303 2.17982
C -0.41908 2.52478 0.53115
C 3.75763 2.48135 -0.98498
C 4.60130 -1.73643 -1.10759
C 1.16955 -0.05283 -1.88768
C -1.64565 1.97501 -0.22835
C 0.37909 -0.65589 2.71319
C 1.61096 -2.78429 3.18597
C -2.97030 2.00680 0.58137
H -0.36304 -0.77775 3.50636
H 6.53151 -3.22479 0.58581
H 1.17656 3.26756 2.12023
H 1.57764 -3.86649 3.05947
H 3.39321 -1.47919 1.46578
H -1.61854 -1.35595 -3.05623
H -6.19590 1.20211 0.05464
H 4.75405 0.86942 2.40516
H 0.76845 1.98616 -1.58918
H 0.12047 3.20980 -0.12463
H 2.10709 -0.49464 -2.21188
H 1.48626 3.89238 -2.25153
H -1.23248 -2.59146 1.29733
H 5.86351 -1.55222 2.12719
H 0.23758 -0.54011 -2.15411
H -1.25830 -2.63066 3.05773
H 3.51765 -1.71900 -1.23341
H 0.72516 1.84821 4.28367
H 3.96514 -0.38941 3.31636
H -6.33009 -1.82716 0.01826
H 3.03853 1.02183 2.80532
H -8.46768 -0.66876 0.27337
H 8.08170 -2.47740 1.05115
H 2.52157 4.68852 -3.40824
H 4.84558 -2.74683 -0.77735
H -2.33276 -4.40007 -2.66071
H -2.89988 -0.12166 0.88035
H 5.07934 -1.53698 -2.06284
H 1.22345 -2.60012 4.19422
H -6.34185 0.11791 -1.31971
H -1.66697 -4.59161 -4.26667
H 0.02011 3.20010 3.80445
H -1.80119 2.65619 -1.07050
H 3.40581 2.41918 1.15354
H -2.93664 -2.94594 -5.13124
H -1.13416 0.70793 2.10760
H -5.66742 -1.04085 1.41379
H -4.31739 0.65145 1.52686
H 1.89239 3.25624 -5.45666
H 4.77472 2.52631 -0.59690
H -7.49713 -1.79858 2.93413
H 1.03532 -2.07602 1.17163
H -9.16602 -1.70861 2.40312
H 3.75211 1.61739 -1.64552
H -3.67011 2.67891 0.08616
H 7.03993 -0.38052 1.48158
H 4.52330 4.01676 -2.26622
H 7.27214 -2.10647 -0.50507
H 2.21912 3.26210 0.23760
H -1.48500 1.00292 -0.69402
H 1.31706 1.65322 -4.89043
H -0.81856 3.16015 1.32716
H 3.38981 4.59483 -1.02744
H -0.97940 -3.40583 -3.17659
H 1.24272 -0.19728 3.19664
H 0.62011 3.14956 -4.24689
H -3.88733 -3.04918 -3.64586
H -0.44704 -3.93351 2.19731
H 2.63615 -2.41708 3.17346
H -2.74030 2.33288 1.59750
H -0.44984 -0.27067 0.77149
H -8.01750 -2.76612 1.56671
H -7.80699 0.28546 1.65357
H -2.19811 -0.85489 -4.62333
```

Atom charges from the Mulliken analysis, given in e for atoms 1 to 8: S -0.098; S -0.140; P -0.058; O -0.286; O -0.286; N -0.135; N 0.560; N -0.745



Record 3
Density functional theory data (the ωB97M-V functional and the def2-TZVPD basis) for a structure of composition C31H66Cl2N9O2S2 at a distorted geometry.

- energy above the lowest of the compared OMol25 structures with the same formula, charge and spin (eV) = 14.004
- total charge = +1

Structure (XYZ):
```
112
C31H66Cl2N9O2S2, DFT the ωB97M-V functional and the def2-TZVPD basis
Cl -1.15198 0.02248 2.47182
Cl -1.96909 2.62076 2.26304
S -8.81726 -2.49012 -0.48731
S -5.81165 -2.43144 -1.27551
O 4.38736 3.79475 3.11886
O 0.25884 2.06370 7.09387
N 3.61337 -4.82959 -4.83872
N -9.15094 -1.01919 -5.17475
N 2.12353 3.01228 1.52973
N -0.98788 -0.65835 -0.12063
N -7.99917 -2.04572 -3.18386
N 0.54663 -2.23254 -2.24705
N 1.23639 -1.53252 0.90738
N -0.08218 -0.28927 -3.78266
N -2.07344 0.46912 6.56443
C 2.40720 4.44057 1.73473
C 5.52977 4.20279 2.38167
C -7.62370 -2.30558 -1.73194
C 1.42892 -2.64320 1.96614
C -1.41667 -0.74853 -1.51043
C 0.82409 1.49651 -5.53638
C -7.35210 -2.74881 -4.36771
C 3.03347 5.00925 0.46388
C 1.05643 0.67744 -4.11864
C 0.40724 0.72658 6.60748
C 0.28691 -2.87522 -0.90934
C -0.92488 3.00242 -0.30528
C -0.86179 -0.68334 8.34085
C 2.99598 -2.49146 2.50569
C 0.00811 -0.83051 -2.38835
C -0.80261 -0.19205 6.89662
C 4.09130 -2.73410 1.30425
C 2.00809 -2.25588 -2.69289
C -4.74844 -1.30496 -2.38908
C 2.07732 -2.74458 -4.29111
C -0.88023 0.55037 0.65853
C -9.05954 -1.06007 -3.64822
C 3.57095 -3.29277 -4.72912
C -0.08299 -1.78503 0.30682
C -2.47780 0.26733 -2.19975
C 2.05711 1.09324 -6.59236
C -3.97362 -0.12629 -1.55460
C -1.79971 1.85234 0.54004
C -8.10337 -2.03885 -5.64370
C 0.57926 2.22651 8.46714
C 3.26405 4.67266 3.00090
H -0.68314 -3.54770 -1.03430
H -2.23899 1.40429 -2.15671
H 6.41413 3.78236 2.86862
H 2.52391 -1.19040 -2.55406
H 1.34319 -3.72054 1.52534
H 0.73255 -2.47466 2.91388
H -0.70074 -1.07866 6.25900
H 5.63629 5.29081 2.35156
H 3.62233 -2.46995 0.25985
H -1.19866 0.08958 9.03587
H 1.45351 4.96127 1.88436
H 0.75473 -0.11697 -1.78925
H -3.86364 -0.32705 -0.40010
H 4.45348 -2.85545 -4.09705
H -2.04028 -1.77011 -1.61955
H 2.10157 0.11555 -4.25021
H 1.78859 -1.89422 -5.04195
H 2.30968 -0.05937 -6.52866
H 3.03795 1.67454 -6.23872
H 3.86297 4.40172 0.09406
H -1.56599 -1.51903 8.42950
H -2.64075 0.02261 -3.35892
H 1.17367 -3.58442 -0.63957
H -0.22880 1.33327 -6.01994
H 1.39493 -0.68150 1.45829
H 3.12263 -1.37815 2.86735
H -6.52743 -3.58043 -4.30431
H 2.67628 -3.01800 -2.10937
H -0.41500 3.78652 0.43465
H 0.50454 0.82019 5.51896
H 2.78969 -5.26180 -4.36588
H 3.02068 2.51747 1.56226
H 3.57659 5.71963 3.09060
H 1.01951 2.64663 -5.28582
H -7.81980 -2.32138 -6.74486
H 0.03036 -2.82270 -2.96755
H -9.76197 -0.35646 -3.02118
H 3.20106 -3.18970 3.44139
H 0.24995 0.94648 0.61589
H 0.88269 3.26564 8.62251
H -1.66213 3.62294 -0.97953
H -2.07541 1.37771 7.03901
H -0.14495 -1.03921 -4.50939
H -4.64067 0.85677 -1.67219
H 5.48770 3.79289 1.37037
H 3.40111 6.02689 0.62971
H 4.52331 -5.19929 -4.47055
H 1.23190 1.47515 -3.27687
H 1.81361 1.38886 -7.70519
H 5.05551 -2.04963 1.41791
H -0.11037 2.52167 -1.00663
H 1.40067 1.57612 8.78066
H -5.47582 -0.81864 -3.17632
H -2.06429 0.71483 5.57441
H -0.30647 2.04952 9.08088
H 2.63511 4.46225 3.87454
H 1.33042 -3.64774 -4.50940
H 3.73954 -2.90723 -5.84427
H -0.71985 -2.43662 1.08020
H 2.28902 5.05336 -0.33984
H 0.11797 -1.04035 8.67376
H 1.34465 0.28395 6.96417
H 4.43889 -3.86292 1.33627
H -2.89616 1.74126 0.16618
H -3.97074 -1.97204 -2.95415
H 1.62396 2.65853 2.34574
```

Atom charges from the Mulliken analysis, given in e for atoms 1 to 8: Cl -0.083; Cl -0.157; S -0.099; S -0.066; O -0.370; O -0.373; N -0.582; N -0.476



Record 4
Density functional theory data (the ωB97M-V functional and the def2-TZVPD basis) for a cluster of 8 separate species, C31H66N2O18 in total at a distorted geometry.

- energy above the lowest of the compared OMol25 structures with the same formula, charge and spin (eV) = 5.749
- SMILES string = COC(=O)OC.COC(=O)OC.COC(=O)OC.COCCOCCOC.COCCOCCOC.COCCOCCOC.CC#N.CC#N

Structure (XYZ):
```
117
C31H66N2O18, DFT the ωB97M-V functional and the def2-TZVPD basis
O -10.91757 -2.29399 -9.13926
O -8.44845 2.57894 -4.71247
O -13.00495 -5.85883 -13.56945
O -9.82968 4.57540 -9.95213
O -7.63607 6.65748 -9.08649
O -14.04633 3.96619 -4.32389
O -8.13623 -1.09036 -9.62129
O -9.79294 8.78329 -5.16209
O -9.20099 -0.35765 -11.48341
O -11.90737 2.28654 -9.84250
O -9.78448 5.66612 -3.44174
O -12.99767 2.17107 -5.21112
O -10.37741 -4.13526 -10.15584
O -13.05961 -1.32962 -10.94690
O -12.41660 4.13713 -5.83721
O -14.09539 -3.38518 -13.12906
O -8.23439 -2.39273 -11.30442
O -11.36485 -4.24106 -8.13977
N -10.59916 6.91814 -13.50773
N -8.62329 11.50041 -9.26303
C -10.28072 7.89901 -4.18566
C -11.66043 2.64404 -8.48734
C -12.41519 5.55704 -5.87364
C -9.37364 3.67606 -4.64524
C -10.19098 -5.55303 -10.06118
C -7.86889 5.31899 -8.73869
C -13.57500 -5.95406 -14.85927
C -8.11499 11.28234 -8.25866
C -14.70812 -2.23317 -12.55314
C -13.63749 1.23825 -4.37740
C -8.45450 4.39579 -9.76525
C -8.61713 -1.20245 -10.84684
C -13.25392 3.44452 -5.06971
C -9.22875 6.82517 -4.01392
C -12.70949 -0.09674 -11.51987
C -8.72940 7.49915 -8.89721
C -9.91741 7.70523 -13.98801
C -8.49787 -2.65815 -12.67441
C -11.58083 -1.58438 -8.10236
C -10.53154 9.97591 -5.28549
C -10.36673 3.74869 -10.99612
C -11.83300 3.43339 -10.72175
C -9.07565 8.74524 -14.54639
C -7.53593 11.05499 -6.93466
C -8.42394 0.07413 -8.87833
C -8.92401 1.54522 -5.53179
C -8.94784 4.53664 -3.48326
C -10.89565 -3.60696 -9.04299
C -14.36419 -1.85647 -11.11308
C -12.74260 -3.56830 -12.77416
C -12.10414 -4.76455 -13.46510
H -8.18252 11.64454 -6.27917
H -11.49403 -0.51665 -8.28605
H -12.62866 -1.87456 -8.16794
H -11.11484 -6.06607 -9.79676
H -11.69732 -4.44706 -14.43567
H -15.75964 -2.54118 -12.52643
H -12.23879 3.52298 -8.18395
H -8.74061 6.58761 -4.96739
H -9.55842 7.39583 -9.60736
H -9.13608 3.92274 -2.59937
H -10.60157 2.85935 -8.34042
H -12.94857 5.85091 -6.77769
H -13.02970 0.33389 -4.28455
H -9.44888 0.39233 -9.07902
H -9.76324 0.97083 -5.12644
H -12.31005 3.08530 -11.63773
H -10.20741 10.73295 -4.56248
H -10.46929 10.34291 -6.30775
H -14.19716 -5.07480 -15.06751
H -8.01750 8.56835 -14.33386
H -9.33488 1.97273 -6.46348
H -10.43838 4.46195 -11.83584
H -10.50963 8.34994 -3.21423
H -9.49686 -5.73511 -9.23935
H -11.59410 9.85401 -5.04476
H -8.45904 8.55455 -8.96850
H -12.13503 -2.68560 -13.01623
H -12.96928 5.91961 -5.00841
H -9.17861 8.77233 -15.62845
H -9.53485 -2.48951 -12.95754
H -11.21564 7.40028 -4.45536
H -12.61901 -3.70127 -11.69552
H -14.49038 -2.72819 -10.47171
H -12.13852 1.85257 -7.90619
H -6.90282 4.89676 -8.44287
H -9.69255 2.95128 -11.30208
H -15.03718 -1.06616 -10.76117
H -11.18239 -5.08556 -12.97432
H -11.19348 -1.78011 -7.10276
H -7.70733 10.04293 -6.56828
H -9.22631 9.70885 -14.06098
H -8.39464 5.22864 -7.77715
H -11.41441 5.97095 -5.90052
H -7.87693 4.73856 -3.58659
H -8.09844 0.91841 -5.86347
H -9.18310 7.40458 -7.89931
H -11.65581 -0.00436 -11.27303
H -9.31137 4.16398 -5.62305
H -10.37064 3.28003 -4.43672
H -12.85452 -5.99603 -15.68368
H -8.46202 7.22868 -3.33611
H -13.70602 1.61925 -3.35838
H -14.58468 0.84743 -4.74872
H -7.74688 0.89810 -9.10440
H -14.20804 -6.84055 -14.83225
H -9.80058 -5.87736 -11.01814
H -8.21387 -3.69295 -12.84283
H -7.86200 -2.02458 -13.29467
H -7.90896 4.46748 -10.72005
H -6.49878 11.36912 -6.99385
H -12.37999 4.30892 -10.37092
H -8.14377 3.37087 -9.50198
H -8.33730 -0.11995 -7.81165
H -12.81725 -0.08650 -12.61551
H -13.31485 0.75561 -11.19624
H -14.59538 -1.38672 -13.23858
```

Atom charges from the Mulliken analysis, given in e for atoms 1 to 8: O 0.290; O -0.517; O -0.373; O -0.163; O -0.442; O -0.608; O -0.434; O -0.177



no.,E_tot (Ha)
1,-8437.43897
2,-2671.81319
3,-3579.97726
4,-2684.36590